No. 1
The following is a quantum chemistry calculation of an isolated molecule of C6H4F2O2 at a distorted geometry, from OMol25.

Last column: natural (NBO) charge in e.
Element x y z (Å)
C -1.9722 -1.3167 1.5358  -0.159
C -1.0096 -0.6496 1.2972  -0.090
C 1.1331 -0.2751 -1.3100  0.798
C 1.1842 -0.2965 0.2372  -0.562
C 0.0223 0.2023 1.0108  -0.250
C -0.5563 1.2460 -1.1353  0.931
O 1.8414 -0.9262 -2.0108  -0.517
O 0.3927 0.6788 -1.8567  -0.499
F -1.8325 0.8872 -1.4353  -0.310
F -0.3218 2.5701 -1.0708  -0.318
H -2.5855 -2.0394 1.9453  0.229
H 1.2647 -1.3600 0.6454  0.262
H 2.1629 0.3161 0.5048  0.259
H 0.2766 0.9632 1.6423  0.226

Summary:
* HOMO level (alpha / beta): -9.05 / -8.80 eV
* E_LUMO (alpha / beta): -0.7744 / -0.4529 eV
* charge: 0
* relative energy (zero: lowest compared OMol25 entry of this formula, charge and spin): 451.70 kJ/mol
* E: -15811.862 eV

No. 2
The following is a quantum chemistry calculation of a cluster of 5 separate species, C31H33N7O2S in total at a distorted geometry, from OMol25.

Last column: Mulliken charge in e.
Element x y z (Å)
C 2.0250 -0.7748 1.2087  -0.903
C 0.5036 -1.3028 0.9991  0.460
O 0.1008 -1.3562 -0.2044  -0.537
O -0.3664 -1.6463 2.0946  -0.297
C -1.3427 -0.5292 2.1452  -0.627
C -2.8338 -1.0566 1.8699  -0.279
C -3.7332 -0.0974 0.9651  0.604
C -4.9568 -0.6665 0.1487  0.298
C -5.3842 -2.2108 0.1226  -0.473
N -4.3082 -3.1598 -0.2872  -0.613
C -5.8685 0.3262 -0.7104  -0.773
C -5.6022 1.8687 -0.7861  -0.662
C -4.3938 2.4975 -0.0061  0.462
N -3.9670 3.8886 0.0795  -0.616
S -2.5851 3.9255 1.1265  0.199
N -2.5181 2.2616 1.4893  -0.436
C -3.5261 1.4711 0.8295  0.404
H 2.1425 0.3314 0.9089  0.244
H 2.6736 -1.3832 0.4865  0.336
H 2.3571 -0.8886 2.2974  0.301
H -0.9743 0.2808 1.4298  0.567
H -1.2782 -0.0945 3.2194  0.356
H -3.3796 -1.2772 2.8700  0.284
H -2.7241 -2.0918 1.3610  -0.107
H -5.8823 -2.4876 1.1340  0.280
H -6.2345 -2.3310 -0.6599  0.307
H -3.5770 -2.6861 -0.8504  0.286
H -3.8825 -3.6234 0.5401  0.300
H -6.7776 -0.1206 -1.2681  0.226
H -6.3008 2.5399 -1.3865  0.331
N 1.0927 -0.4320 -5.3680  -0.370
C -0.0125 0.3023 -5.5785  -0.298
C -0.9789 0.5352 -4.6133  -0.488
C -0.7995 -0.0248 -3.3556  -0.424
C 0.3321 -0.7897 -3.1105  -0.684
C 1.2423 -0.9608 -4.1415  -0.033
H -0.1093 0.7158 -6.5774  0.346
H -1.8500 1.1384 -4.8385  0.376
H -1.5349 0.1336 -2.5735  0.620
H 0.5029 -1.2414 -2.1415  0.689
H 2.1443 -1.5474 -3.9982  0.355
N 1.2198 -2.4909 6.2533  -0.519
C 0.7846 -2.8886 7.4603  -0.266
C -0.5029 -3.3380 7.7064  -0.285
C -1.3981 -3.3770 6.6468  -0.476
C -0.9758 -2.9701 5.3891  -0.197
C 0.3335 -2.5404 5.2449  -0.269
H 1.5199 -2.8367 8.2568  0.365
H -0.7984 -3.6491 8.7007  0.361
H -2.4153 -3.7215 6.7997  0.365
H -1.6481 -2.9870 4.5399  0.399
H 0.7114 -2.2159 4.2810  0.506
N 1.2988 5.2302 1.9050  -0.528
C 2.3966 5.9934 1.7768  -0.224
C 2.8702 6.4655 0.5631  -0.350
C 2.1740 6.1285 -0.5890  -0.274
C 1.0371 5.3394 -0.4860  -0.371
C 0.6431 4.9204 0.7744  0.296
H 2.9079 6.2271 2.7051  0.375
H 3.7606 7.0804 0.5194  0.359
H 2.5139 6.4777 -1.5581  0.366
H 0.4700 5.0570 -1.3645  0.376
H -0.2416 4.3046 0.9070  -0.017
N 4.7248 -2.4033 -4.0781  -0.489
C 5.9566 -2.5623 -3.5659  -0.199
C 7.0780 -1.8964 -4.0334  -0.385
C 6.9235 -1.0159 -5.0951  -0.138
C 5.6626 -0.8336 -5.6449  -0.682
C 4.6030 -1.5440 -5.1037  -0.100
H 6.0268 -3.2632 -2.7401  0.370
H 8.0474 -2.0618 -3.5797  0.346
H 7.7779 -0.4767 -5.4901  0.361
H 5.5061 -0.1549 -6.4741  0.350
H 3.5973 -1.4330 -5.4969  0.566

Summary:
* SMILES: CC(=O)OCCc1c(CN)ccc2nsnc12.c1ccncc1.c1ccncc1.c1ccncc1.c1ccncc1
* HOMO level: -8.58 eV
* E_LUMO: -1.4101 eV
* charge: 0
* E: -58035.370 eV